ORCA calculation (ωB97M-V with the def2-TZVPD basis set) on a cluster of 2 separate species, C4H7N3O4 in total in a non-equilibrium geometry.

* energy relative to the best compared isomer or geometry (same formula, charge and spin): 246.4 kcal/mol
* E: -16912.1612 eV
* E_HOMO (spin up / spin down): -9.08 / -10.03 eV
* HOMO-LUMO gap (spin up / spin down): 7.418 / 8.131 eV

Geometry (Å):
C  0.64  -1.44  -0.49
C  0.70  0.66  -0.43
C  -0.23  -0.33  0.03
C  0.18  1.81  -1.30
N  1.50  -0.42  -1.08
N  -0.61  -0.89  2.58
N  -1.64  -0.21  0.08
O  -1.37  -0.17  3.11
O  0.32  -1.55  2.92
O  -2.31  -1.22  0.02
O  -2.11  0.92  0.28
H  1.17  -2.06  0.27
H  0.03  -2.05  -1.23
H  1.07  1.33  0.39
H  0.96  2.16  -1.91
H  -0.12  2.66  -0.62
H  -0.74  1.36  -1.86
H  2.56  -0.55  -0.76